No. 1
The following is a quantum chemistry calculation of the molecule C5H5NO in a non-equilibrium geometry, from OMol25.

Geometry (Å):
C  -1.9927  -0.6225  -0.0339
C  -1.3437  0.5516  0.0394
C  0.0513  0.3788  0.1569
C  1.2167  0.9820  0.0698
C  2.1795  -0.1185  -0.1517
H  -1.5553  -1.6459  -0.1212
H  -3.0725  -0.7844  -0.2330
H  -1.9268  1.4395  -0.1174
H  1.4255  1.9433  0.1958
H  3.1552  0.1462  -0.0660
N  1.5776  -1.2656  0.0086
O  0.2851  -1.0045  0.2527

Values from the calculation:
LUMO energy (eV): 0.46
Multiplicity: 1
HOMO-LUMO gap (eV): 9.49
Total energy (Ha): -323.38835
ΔE to the lowest compared entry with this formula, charge and spin (kcal/mol): 82.4
Molecular weight (u): 95.1
SMILES string: C=Cc1ccno1

---

No. 2
The following is a quantum chemistry calculation of the molecule C5H5NO2 in a non-equilibrium geometry, from OMol25.

Geometry (Å):
C  1.5472  -0.0368  0.0512
C  1.0768  1.1899  -0.0094
C  -0.5770  -0.2235  -0.1643
C  -2.0188  -0.7111  -0.0325
C  -3.0919  0.0678  0.1227
H  3.4522  0.0837  0.2066
H  1.3564  2.2116  0.1295
H  -2.0444  -1.7774  0.1214
H  -2.8873  1.1364  0.0414
H  -4.1646  -0.3016  0.1718
N  0.4777  -0.9313  -0.0569
O  2.7577  -0.6485  0.0507
O  -0.3419  1.0795  -0.0604

Values from the calculation:
LUMO energy (eV): 0.62
Multiplicity: 1
HOMO-LUMO gap (eV): 9.58
Total energy (Ha): -398.70703
ΔE to the lowest compared entry with this formula, charge and spin (kcal/mol): 44.8
Molecular weight (u): 111.1
SMILES string: C=Cc1nc(O)co1

---

No. 3
The following is a quantum chemistry calculation of a structure of composition C5H5NO2 in a non-equilibrium geometry, from OMol25.

Geometry (Å):
C  -2.0025  -0.6769  -0.0319
C  -0.8301  0.1910  -0.0060
C  1.1599  0.8998  -0.1978
C  2.3335  -0.0128  0.0309
C  0.4810  -0.2298  -0.2898
H  -2.8304  -0.8076  0.8772
H  -2.0290  -1.8005  -0.3393
H  -2.6661  0.0079  -0.7189
H  2.2913  0.2232  1.4358
H  3.1677  -0.1913  -0.5894
N  0.4821  1.9669  -0.0869
O  -0.8283  1.5647  -0.0146
O  1.2707  -1.1345  -0.0693

Values from the calculation:
LUMO energy (eV): 0.47
Multiplicity: 1
HOMO-LUMO gap (eV): 8.75
Total energy (Ha): -398.47128
ΔE to the lowest compared entry with this formula, charge and spin (kcal/mol): 192.8
Molecular weight (u): 111.1

---

No. 4
The following is a quantum chemistry calculation of the molecule C5H5NO2 in a non-equilibrium geometry, from OMol25.

Geometry (Å):
C  1.2285  0.9539  -0.1007
C  -0.2308  1.0912  0.4258
C  -0.5931  -0.9858  0.3156
C  -1.2536  -0.4521  -0.7806
C  -1.0395  0.8650  -0.6848
H  1.8547  1.7610  -0.1751
H  -0.3591  1.9645  1.0282
H  -0.8048  -1.9504  0.8711
H  -1.8325  -0.7600  -1.5971
H  -1.5866  1.6326  -1.2678
N  1.6986  -0.1647  -0.4246
O  0.7832  -1.2833  -0.1487
O  -0.5121  -0.0078  1.2813

Values from the calculation:
LUMO energy (eV): 0.82
Multiplicity: 1
HOMO-LUMO gap (eV): 10.41
Total energy (Ha): -398.60685
ΔE to the lowest compared entry with this formula, charge and spin (kcal/mol): 107.7
Molecular weight (u): 111.1
SMILES string: C1=C[C@H]2ON=C[C@@H]1O2

---

No. 5
The following is a quantum chemistry calculation of the molecule C5H5NO2 in a non-equilibrium geometry, from OMol25.

Geometry (Å):
C  1.4649  0.3579  -0.0054
C  0.3484  -0.2069  -0.0648
C  -0.0683  -1.5289  -0.0034
C  -1.4642  -1.4248  -0.1532
C  -0.7718  0.8515  0.1065
H  2.3588  -1.1342  0.3451
H  1.4316  1.4008  -0.1858
H  0.4512  -2.3946  -0.1980
H  -2.1109  -2.2299  -0.2039
H  -2.6656  0.5028  0.5609
N  -1.8404  0.0107  0.1660
O  2.7277  -0.1036  0.0570
O  -0.6822  2.0396  -0.1519

Values from the calculation:
LUMO energy (eV): 0.35
Multiplicity: 1
HOMO-LUMO gap (eV): 8.68
Total energy (Ha): -398.65242
ΔE to the lowest compared entry with this formula, charge and spin (kcal/mol): 79.1
Molecular weight (u): 111.1
SMILES string: O=C1NC=C/C1=C\O

---

No. 6
The following is a quantum chemistry calculation of a structure of composition C5H5NO2 in a non-equilibrium geometry, from OMol25.

Geometry (Å):
C  -2.3527  -0.9884  0.0681
C  -1.0993  -0.2239  -0.0041
C  0.8694  0.5844  -0.1450
C  1.5756  -1.2686  0.0205
C  0.1956  -0.6581  -0.1834
H  -2.2072  -2.0752  -0.0083
H  -2.9045  -0.4340  -0.7893
H  -2.8859  -0.6748  0.9752
H  2.0333  -1.7767  -0.7800
H  1.8957  -1.7942  0.9118
N  0.1658  1.6853  0.0928
O  -1.1631  1.1522  -0.0337
O  2.1352  0.1334  0.0967

Values from the calculation:
LUMO energy (eV): 0.62
Multiplicity: 1
HOMO-LUMO gap (eV): 10.03
Total energy (Ha): -398.60497
ΔE to the lowest compared entry with this formula, charge and spin (kcal/mol): 108.9
Molecular weight (u): 111.1

---

Copy entry 1 word for word.
The following is a quantum chemistry calculation of the molecule C5H5NO in a non-equilibrium geometry, from OMol25.

Geometry (Å):
C  -1.9927  -0.6225  -0.0339
C  -1.3437  0.5516  0.0394
C  0.0513  0.3788  0.1569
C  1.2167  0.9820  0.0698
C  2.1795  -0.1185  -0.1517
H  -1.5553  -1.6459  -0.1212
H  -3.0725  -0.7844  -0.2330
H  -1.9268  1.4395  -0.1174
H  1.4255  1.9433  0.1958
H  3.1552  0.1462  -0.0660
N  1.5776  -1.2656  0.0086
O  0.2851  -1.0045  0.2527

Values from the calculation:
LUMO energy (eV): 0.46
Multiplicity: 1
HOMO-LUMO gap (eV): 9.49
Total energy (Ha): -323.38835
ΔE to the lowest compared entry with this formula, charge and spin (kcal/mol): 82.4
Molecular weight (u): 95.1
SMILES string: C=Cc1ccno1